[1]
Molecular formula: C16H23F9K2O10Pb2
Method: DFT, ωB97M-V with the def2-TZVPD basis set

Values from the calculation:
Net charge: +2
HOMO-LUMO gap: 3.155 eV
Total energy: -3859.5575 Ha
Energy above the lowest of the compared OMol25 structures with the same formula, charge and spin: 0.0 kcal/mol

Last column: Mulliken charge in e.
Cartesian coordinates (Å):
1 Pb -1.00 -2.00 4.63  0.76
2 Pb 1.78 -2.55 2.60  0.87
3 K -1.96 -3.19 0.70  0.83
4 K 1.72 -4.38 -1.29  1.02
5 O 0.07 -0.80 2.79  -0.71
6 C -0.37 -0.28 1.56  0.42
7 C 0.51 -0.71 0.37  0.51
8 O 0.96 -2.03 0.19  -0.82
9 H -0.50 0.80 1.49  0.37
10 H -1.34 -0.76 1.39  -0.38
11 H 1.36 0.00 0.32  -0.43
12 H -0.01 -0.32 -0.52  -0.24
13 O -3.40 -1.36 3.76  -0.49
14 C -4.12 -0.84 2.81  0.13
15 C -5.70 -0.73 3.21  -0.37
16 O -5.95 -0.43 4.42  -0.37
17 H -3.82 0.20 2.64  0.27
18 H -4.08 -1.40 1.86  -0.02
19 H -6.16 -0.02 2.50  0.32
20 H -6.13 -1.74 3.03  0.23
21 C 3.32 3.21 2.25  -1.40
22 C 3.22 1.69 2.08  0.44
23 O 4.48 1.14 2.49  -0.22
24 C 4.72 -0.13 2.36  0.29
25 O 3.87 -0.99 2.25  -0.41
26 C 6.18 -0.53 2.68  0.82
27 F 6.25 -1.20 3.81  -0.22
28 F 6.58 -1.31 1.66  -0.25
29 F 6.96 0.54 2.72  -0.22
30 H 2.40 3.62 1.85  0.35
31 H 4.13 3.57 1.63  0.40
32 H 3.43 3.45 3.30  0.40
33 H 3.10 1.50 1.01  -0.03
34 H 2.35 1.28 2.60  0.14
35 C 2.49 3.51 -1.34  -1.37
36 C 1.14 2.90 -1.02  0.45
37 O 0.19 3.53 -1.87  -0.24
38 C -1.05 3.13 -1.96  0.40
39 O -1.53 2.15 -1.46  -0.53
40 C -1.92 4.01 -2.89  0.81
41 F -1.42 5.23 -3.00  -0.22
42 F -2.02 3.41 -4.09  -0.24
43 F -3.16 4.06 -2.42  -0.24
44 H 2.41 4.59 -1.16  0.36
45 H 2.67 3.36 -2.40  0.40
46 H 3.30 3.08 -0.75  0.31
47 H 0.81 2.78 0.02  0.22
48 H 1.22 1.84 -1.33  -0.07
49 C -0.91 -0.98 -3.72  -1.12
50 C -1.67 -1.69 -2.65  0.24
51 O -2.50 -2.82 -3.09  -0.30
52 C -2.00 -4.02 -2.98  0.21
53 O -0.91 -4.31 -2.55  -0.46
54 C -2.94 -5.13 -3.51  0.80
55 F -2.47 -5.57 -4.67  -0.22
56 F -2.91 -6.15 -2.64  -0.24
57 F -4.18 -4.68 -3.61  -0.21
58 H -1.57 -0.64 -4.52  0.39
59 H -0.15 -1.60 -4.21  0.31
60 H -0.36 -0.15 -3.27  0.19
61 H -2.41 -1.06 -2.16  0.35
62 H -1.00 -2.09 -1.88  0.05

---

[2]
Molecular formula: C16H32O
Method: DFT, ωB97M-V with the def2-TZVPD basis set

Values from the calculation:
Net charge: 0
HOMO-LUMO gap: 10.796 eV
Total energy: -704.0837 Ha
SMILES string: CCCCCCCCCCCCCCCC=O
Energy above the lowest of the compared OMol25 structures with the same formula, charge and spin: 1.4 kcal/mol

Last column: Mulliken charge in e.
Cartesian coordinates (Å):
1 C 7.87 -3.49 -0.42  -1.29
2 C 7.26 -2.13 -0.73  -0.37
3 C 5.75 -2.22 -0.91  -0.50
4 C 5.13 -0.85 -1.20  -0.78
5 C 3.63 -0.91 -1.50  -0.68
6 C 2.79 -1.35 -0.30  -0.61
7 C 1.29 -1.24 -0.59  -0.59
8 C 0.45 -1.70 0.60  -0.70
9 C -1.05 -1.67 0.33  -0.69
10 C -1.62 -0.25 0.22  -0.54
11 C -3.14 -0.25 0.06  -0.98
12 C -3.70 1.16 -0.03  -0.25
13 C -5.22 1.16 -0.17  -0.61
14 C -5.82 2.56 -0.27  -0.75
15 C -5.72 3.35 1.03  -0.45
16 C -4.34 3.86 1.32  -0.02
17 O -3.84 3.94 2.41  -0.50
18 H 7.46 -3.90 0.49  0.33
19 H 7.68 -4.19 -1.23  0.32
20 H 8.95 -3.41 -0.30  0.39
21 H 7.48 -1.44 0.09  0.33
22 H 7.71 -1.72 -1.64  0.33
23 H 5.31 -2.64 0.00  0.28
24 H 5.52 -2.90 -1.74  0.29
25 H 5.30 -0.19 -0.34  0.31
26 H 5.64 -0.41 -2.06  0.37
27 H 3.30 0.08 -1.82  0.36
28 H 3.45 -1.60 -2.33  0.32
29 H 3.03 -0.72 0.56  0.30
30 H 3.02 -2.38 -0.04  0.32
31 H 1.05 -0.20 -0.83  0.30
32 H 1.05 -1.85 -1.46  0.28
33 H 0.68 -1.07 1.47  0.36
34 H 0.74 -2.72 0.85  0.37
35 H -1.27 -2.22 -0.58  0.33
36 H -1.57 -2.18 1.15  0.36
37 H -1.17 0.26 -0.64  0.26
38 H -1.35 0.32 1.11  0.30
39 H -3.59 -0.77 0.92  0.38
40 H -3.41 -0.81 -0.84  0.39
41 H -3.26 1.67 -0.89  0.30
42 H -3.42 1.71 0.87  0.15
43 H -5.49 0.60 -1.07  0.35
44 H -5.66 0.63 0.68  0.29
45 H -6.88 2.47 -0.53  0.33
46 H -5.33 3.11 -1.07  0.36
47 H -6.35 4.24 0.96  0.36
48 H -6.07 2.76 1.88  0.26
49 H -3.81 4.23 0.42  0.35

---

[3]
Molecular formula: C50H42N4O2PS3SiW
Method: DFT, ωB97M-V with the def2-TZVPD basis set

Values from the calculation:
Expectation value of S²: 2.022
Multiplicity: 3
Net charge: +1
HOMO-LUMO gap (spin up / spin down): 6.097 / 5.708 eV
Total energy: -4192.4863 Ha
Energy above the lowest of the compared OMol25 structures with the same formula, charge and spin: 51.9 kcal/mol

Last column: Mulliken spin population.
Cartesian coordinates (Å):
1 W 0.19 0.41 -0.26  1.55
2 C -2.10 -5.06 2.63  0.00
3 Si -2.07 -3.27 3.21  0.00
4 C -3.46 -3.03 4.46  0.00
5 C -0.46 -2.81 4.08  0.00
6 C -2.42 -1.99 1.81  0.01
7 C -3.53 -1.19 1.82  0.00
8 C -3.80 -0.29 0.78  0.00
9 C -2.84 -0.11 -0.17  0.02
10 N -1.65 -0.78 -0.18  0.02
11 C -1.51 -1.83 0.71  0.07
12 S -0.31 -2.99 0.42  0.01
13 H -2.25 -5.72 3.49  0.00
14 H -1.17 -5.34 2.14  0.00
15 H -2.92 -5.24 1.92  0.00
16 H -3.34 -3.75 5.27  0.00
17 H -4.45 -3.20 4.03  0.00
18 H -3.45 -2.03 4.91  0.00
19 H -0.23 -3.55 4.85  0.00
20 H -0.54 -1.83 4.56  0.00
21 H 0.38 -2.77 3.39  0.00
22 H -4.25 -1.27 2.64  0.00
23 H -4.72 0.27 0.73  0.00
24 H -2.99 0.59 -0.98  0.00
25 C 0.99 -4.69 -4.54  0.00
26 C -0.15 -4.08 -4.02  0.00
27 C -0.03 -3.16 -3.00  0.01
28 C 1.22 -2.85 -2.49  -0.02
29 C 2.36 -3.47 -3.00  0.00
30 C 2.24 -4.39 -4.03  0.00
31 P 1.44 -1.51 -1.29  -0.01
32 C 2.86 -1.99 -0.23  -0.02
33 C 3.86 -1.05 0.03  0.01
34 C 4.91 -1.38 0.87  0.00
35 C 4.96 -2.63 1.47  0.00
36 C 3.97 -3.57 1.20  0.00
37 C 2.93 -3.26 0.34  0.01
38 C 2.21 -0.21 -2.33  0.01
39 C 3.02 -0.20 -3.45  -0.04
40 C 3.35 1.03 -4.01  0.05
41 C 2.90 2.21 -3.43  -0.02
42 C 2.09 2.19 -2.30  0.08
43 C 1.71 0.97 -1.75  -0.01
44 H 0.90 -5.40 -5.35  0.00
45 H -1.12 -4.34 -4.42  0.00
46 H -0.91 -2.68 -2.57  0.01
47 H 3.33 -3.24 -2.57  0.00
48 H 3.13 -4.87 -4.43  0.00
49 H 3.81 -0.07 -0.43  0.00
50 H 5.69 -0.66 1.06  0.00
51 H 5.77 -2.87 2.15  0.00
52 H 4.02 -4.55 1.66  0.00
53 H 2.19 -4.00 0.10  0.00
54 H 3.39 -1.12 -3.89  0.00
55 H 3.97 1.07 -4.90  0.00
56 H 3.17 3.16 -3.88  0.00
57 H 1.76 3.12 -1.86  0.00
58 S -3.27 3.51 5.30  0.00
59 C -2.95 2.67 6.75  0.00
60 C -2.08 1.64 6.57  0.00
61 C -1.67 1.52 5.22  0.00
62 C -2.22 2.46 4.40  0.00
63 C -2.00 2.65 2.97  -0.02
64 C -1.26 1.70 2.25  0.02
65 N -1.03 1.78 0.95  0.01
66 C -1.57 2.81 0.26  0.00
67 C -2.28 3.84 0.89  0.00
68 C -2.77 4.91 0.06  -0.01
69 C -2.60 4.89 -1.28  0.00
70 C -1.95 3.80 -1.94  0.01
71 C -1.81 3.69 -3.33  0.04
72 C -1.21 2.56 -3.88  -0.02
73 C -0.78 1.56 -3.00  0.01
74 N -0.84 1.66 -1.68  0.01
75 C -1.44 2.76 -1.15  0.00
76 C -0.99 2.41 -5.31  0.00
77 C -0.35 1.39 -5.96  0.00
78 C -0.26 1.59 -7.36  0.00
79 C -0.82 2.77 -7.75  0.00
80 S -1.46 3.64 -6.43  0.00
81 C -2.48 3.75 2.27  0.02
82 H -3.42 2.99 7.67  0.00
83 H -1.75 0.99 7.36  0.00
84 H -0.98 0.75 4.89  0.00
85 H -0.84 0.83 2.75  0.00
86 H -3.28 5.73 0.55  0.00
87 H -2.98 5.70 -1.89  0.00
88 H -2.16 4.49 -3.97  0.00
89 H -0.34 0.65 -3.38  0.02
90 H 0.05 0.51 -5.47  0.00
91 H 0.20 0.90 -8.04  0.00
92 H -0.89 3.18 -8.74  0.00
93 H -3.03 4.52 2.78  0.00
94 O 2.13 3.63 0.71  0.01
95 C 2.26 2.61 1.35  0.02
96 C 3.02 2.43 2.66  0.00
97 C 2.75 0.97 3.07  -0.01
98 C 1.82 0.50 2.00  0.02
99 O 1.17 -0.55 1.90  0.03
100 N 1.68 1.40 1.02  0.08
101 H 2.63 3.15 3.38  0.00
102 H 4.07 2.66 2.51  0.00
103 H 2.31 0.87 4.06  0.00
104 H 3.65 0.35 3.05  0.00

---

[4]
Molecular formula: C6H8INO3
Method: DFT, ωB97M-V with the def2-TZVPD basis set

Values from the calculation:
Net charge: 0
HOMO-LUMO gap: 9.042 eV
Total energy: -811.4790 Ha
SMILES string: [H]/N=C(\CO)C(=O)O.C=C=CI
Energy above the lowest of the compared OMol25 structures with the same formula, charge and spin: 5.4 kcal/mol

Last column: Mulliken charge in e.
Cartesian coordinates (Å):
1 H -0.53 1.51 0.69  0.28
2 N -0.60 0.47 0.83  -0.50
3 C 0.63 0.04 0.94  0.59
4 C 1.92 0.79 0.79  -0.58
5 O 1.85 2.25 0.67  -0.53
6 C 0.64 -1.48 0.84  0.39
7 O 1.51 -2.16 0.42  -0.54
8 O -0.44 -1.92 1.50  -0.51
9 H 2.37 0.37 -0.06  0.28
10 H 2.64 0.59 1.62  0.34
11 H 1.85 2.56 1.58  0.33
12 H -1.12 -1.20 1.51  0.40
13 C -0.70 -1.24 -2.07  -0.61
14 C -1.33 -0.15 -1.76  0.27
15 C -2.06 0.80 -1.19  -0.73
16 I -3.74 0.18 -0.04  0.06
17 H -1.07 -1.61 -3.11  0.24
18 H 0.22 -1.59 -1.59  0.27
19 H -2.04 1.79 -1.55  0.55

---

[5]
Molecular formula: C4H11N3O2
Method: DFT, ωB97M-V with the def2-TZVPD basis set

Values from the calculation:
Net charge: 0
HOMO-LUMO gap: 9.813 eV
Total energy: -473.7528 Ha
SMILES string: CN=C(N)N.CC(=O)O
Energy above the lowest of the compared OMol25 structures with the same formula, charge and spin: 31.4 kcal/mol

Last column: Mulliken charge in e.
Cartesian coordinates (Å):
1 C 2.01 1.87 1.29  -1.05
2 N 0.89 1.06 0.89  -0.31
3 C 0.48 0.17 1.70  0.52
4 N -0.66 -0.55 1.35  -0.42
5 N 1.09 -0.23 2.87  -0.55
6 H 2.73 1.44 1.98  0.36
7 H 1.67 2.78 1.83  0.32
8 H 2.47 2.26 0.38  0.28
9 H -1.47 -0.03 1.08  0.20
10 H -0.78 -1.54 1.51  0.21
11 H 0.43 -0.80 3.39  0.25
12 H 1.44 0.54 3.42  0.23
13 C -1.41 -1.82 -1.71  -0.86
14 C -0.90 -0.52 -2.22  0.64
15 O -0.11 -0.47 -3.12  -0.51
16 O -1.37 0.63 -1.64  -0.48
17 H -2.24 -1.66 -1.01  0.28
18 H -0.64 -2.40 -1.21  0.23
19 H -1.94 -2.49 -2.37  0.37
20 H -0.61 1.05 -1.21  0.31

---

[6]
Molecular formula: C4H7N3O2S
Method: DFT, ωB97M-V with the def2-TZVPD basis set

Values from the calculation:
Net charge: 0
HOMO-LUMO gap: 9.038 eV
Total energy: -869.3989 Ha
Energy above the lowest of the compared OMol25 structures with the same formula, charge and spin: 94.5 kcal/mol

Last column: Mulliken charge in e.
Cartesian coordinates (Å):
1 C -0.96 -1.08 -1.13  -0.25
2 C -0.35 -0.31 -0.22  -0.52
3 C -0.73 1.42 -1.21  0.39
4 C 1.82 -1.30 1.69  -0.98
5 N -1.22 1.01 -2.30  -0.72
6 N -1.46 -0.36 -2.22  0.17
7 N -0.28 2.49 -0.56  -0.39
8 O 0.80 1.03 1.65  -0.76
9 O -0.67 -0.94 2.16  -0.64
10 S 0.38 -0.32 1.35  1.42
11 H -1.26 -2.09 -1.17  0.46
12 H 1.78 -2.28 1.07  0.31
13 H 2.63 -0.57 1.43  0.34
14 H 1.95 -1.38 2.70  0.37
15 H -1.86 -0.81 -2.99  0.19
16 H 0.06 2.05 0.42  0.37
17 H -0.62 3.43 -0.68  0.24

---

[7]
Molecular formula: C34H88F6N9O12PbS2
Method: DFT, ωB97M-V with the def2-TZVPD basis set

Values from the calculation:
Expectation value of S²: 0.753
Multiplicity: 2
Net charge: 0
HOMO-LUMO gap (spin up / spin down): 4.514 / 8.405 eV
Total energy: -4331.9362 Ha
Energy above the lowest of the compared OMol25 structures with the same formula, charge and spin: 0.0 kcal/mol

Last column: Mulliken spin population.
Cartesian coordinates (Å):
1 Pb -10.03 -12.68 -4.25  1.15
2 C -7.41 -14.33 -0.53  0.01
3 F -6.86 -13.16 -0.50  0.00
4 F -6.47 -15.22 -0.13  0.00
5 F -8.54 -14.36 0.21  0.02
6 S -7.88 -14.75 -2.39  -0.02
7 O -7.18 -13.70 -3.14  0.03
8 O -7.42 -16.11 -2.71  0.00
9 N -9.58 -14.45 -2.59  0.24
10 S -10.20 -15.81 -2.00  -0.12
11 O -10.45 -16.72 -3.05  0.02
12 O -9.66 -16.41 -0.83  0.05
13 C -12.01 -15.26 -1.51  0.00
14 F -12.59 -14.66 -2.58  0.01
15 F -12.67 -16.36 -1.18  0.00
16 F -12.02 -14.38 -0.57  0.00
17 C -11.07 -18.06 2.60  0.00
18 C -10.38 -19.34 2.24  0.00
19 C -8.88 -19.12 1.98  0.00
20 O -8.26 -20.30 1.72  0.00
21 C -6.88 -20.32 2.06  0.00
22 N -10.64 -20.20 3.28  0.00
23 H -10.85 -17.27 1.87  0.00
24 H -10.73 -17.59 3.52  0.00
25 H -12.15 -18.16 2.52  0.00
26 H -10.78 -19.59 1.25  0.00
27 H -8.43 -18.52 2.77  0.00
28 H -8.87 -18.63 1.01  0.00
29 H -6.59 -20.29 3.11  0.00
30 H -6.46 -19.56 1.41  0.00
31 H -6.43 -21.27 1.77  0.00
32 H -9.96 -20.92 3.10  0.00
33 H -11.55 -20.58 3.06  0.00
34 C -7.62 -7.22 0.62  0.00
35 C -7.25 -7.55 2.04  0.00
36 C -6.71 -8.92 2.24  0.00
37 O -7.66 -9.98 1.91  0.00
38 C -6.99 -11.21 1.72  0.00
39 N -6.29 -6.51 2.40  0.00
40 H -6.83 -7.37 -0.12  0.00
41 H -7.96 -6.20 0.46  0.00
42 H -8.41 -7.92 0.33  0.00
43 H -8.15 -7.31 2.60  0.00
44 H -6.41 -9.06 3.29  0.00
45 H -5.84 -9.00 1.59  0.00
46 H -6.46 -11.56 2.60  0.00
47 H -6.28 -11.18 0.89  0.00
48 H -7.78 -11.95 1.59  0.00
49 H -5.82 -6.61 3.28  0.00
50 H -5.49 -6.43 1.78  0.00
51 C -8.27 -15.54 3.58  0.00
52 C -8.66 -15.22 5.04  0.00
53 C -9.04 -13.73 5.31  0.00
54 O -8.61 -13.18 6.52  0.00
55 C -8.83 -11.77 6.53  0.00
56 N -9.71 -16.15 5.41  0.00
57 H -7.55 -16.36 3.65  0.00
58 H -7.96 -14.63 3.07  0.00
59 H -9.23 -15.77 3.13  0.00
60 H -7.69 -15.37 5.51  0.00
61 H -10.11 -13.56 5.27  0.00
62 H -8.49 -13.19 4.54  0.00
63 H -8.28 -11.36 5.68  0.00
64 H -8.47 -11.41 7.50  0.00
65 H -9.86 -11.43 6.52  0.00
66 H -9.78 -16.09 6.42  0.00
67 H -10.65 -15.97 5.10  0.00
68 C -12.23 -16.03 -6.68  0.00
69 C -11.11 -15.16 -5.97  0.02
70 C -9.92 -14.76 -6.89  0.00
71 O -8.92 -14.17 -6.06  -0.14
72 C -7.55 -14.44 -6.53  0.02
73 N -11.88 -14.02 -5.41  -0.03
74 H -12.47 -15.53 -7.62  0.00
75 H -13.14 -16.12 -6.08  0.00
76 H -11.91 -17.02 -7.00  0.00
77 H -10.67 -15.75 -5.16  -0.05
78 H -10.20 -14.03 -7.64  0.00
79 H -9.63 -15.74 -7.27  0.02
80 H -6.82 -13.82 -6.02  0.00
81 H -7.41 -14.16 -7.57  0.00
82 H -7.39 -15.52 -6.41  0.00
83 H -12.43 -13.80 -6.23  0.01
84 H -12.66 -14.39 -4.89  0.01
85 C -8.16 -18.43 -8.03  0.00
86 C -7.75 -18.71 -6.56  0.00
87 C -8.53 -19.91 -6.18  0.00
88 O -9.94 -19.71 -6.27  0.00
89 C -10.40 -18.92 -5.13  0.00
90 N -6.32 -18.95 -6.43  0.00
91 H -8.08 -19.14 -8.85  0.00
92 H -7.47 -17.62 -8.28  0.00
93 H -9.18 -18.03 -8.09  0.00
94 H -8.19 -17.93 -5.93  0.00
95 H -8.12 -20.23 -5.22  0.00
96 H -8.32 -20.74 -6.84  0.00
97 H -11.49 -19.02 -5.05  0.00
98 H -10.12 -17.91 -5.43  0.00
99 H -9.90 -19.24 -4.21  0.00
100 H -5.87 -18.62 -5.59  0.00
101 H -5.72 -18.57 -7.16  0.00
102 C -16.59 -11.41 -2.48  0.00
103 C -16.24 -12.80 -1.93  0.00
104 C -16.40 -13.98 -2.97  0.00
105 O -16.24 -15.11 -2.08  0.00
106 C -16.33 -16.41 -2.64  0.00
107 N -14.83 -12.65 -1.40  0.00
108 H -17.44 -11.62 -3.12  0.00
109 H -15.72 -10.97 -2.98  0.00
110 H -16.83 -10.73 -1.67  0.00
111 H -16.93 -12.97 -1.10  0.00
112 H -15.76 -14.10 -3.85  0.00
113 H -17.38 -13.85 -3.43  0.00
114 H -15.45 -16.73 -3.19  0.00
115 H -17.23 -16.64 -3.21  0.00
116 H -16.50 -17.16 -1.87  0.00
117 H -14.43 -13.57 -1.33  0.00
118 H -14.95 -12.54 -0.40  0.00
119 C -11.54 -10.24 -0.47  0.02
120 C -10.78 -10.67 -1.70  0.05
121 C -9.30 -11.14 -1.33  -0.04
122 O -8.62 -11.33 -2.51  -0.32
123 C -7.62 -10.34 -2.77  0.05
124 N -11.53 -11.77 -2.32  -0.06
125 H -11.02 -10.49 0.46  0.00
126 H -12.59 -10.53 -0.48  0.00
127 H -11.48 -9.16 -0.36  0.00
128 H -10.64 -9.77 -2.29  -0.01
129 H -9.24 -12.03 -0.71  0.00
130 H -8.87 -10.46 -0.60  0.00
131 H -6.93 -10.34 -1.93  0.01
132 H -8.02 -9.35 -2.98  0.00
133 H -6.98 -10.58 -3.61  0.01
134 H -11.62 -12.45 -1.58  0.01
135 H -12.51 -11.50 -2.40  0.01
136 C -4.38 -15.71 -4.24  0.00
137 C -4.27 -17.09 -3.61  0.00
138 C -4.09 -17.01 -1.99  0.00
139 O -2.91 -16.17 -1.77  0.00
140 C -2.53 -16.07 -0.39  0.00
141 N -5.49 -17.84 -3.93  0.00
142 H -3.54 -15.08 -3.94  0.00
143 H -5.23 -15.22 -3.78  0.00
144 H -4.60 -15.80 -5.31  0.00
145 H -3.46 -17.61 -4.12  0.00
146 H -4.04 -17.93 -1.40  0.00
147 H -4.91 -16.47 -1.52  0.00
148 H -1.60 -15.50 -0.41  0.00
149 H -2.32 -17.04 0.08  0.00
150 H -3.31 -15.57 0.18  0.00
151 H -6.20 -17.21 -3.57  0.00
152 H -5.64 -18.67 -3.38  0.00